Formula: C2H3N3S2
Source: the Open Molecules 2025 dataset
Level of theory: ωB97M-V/def2-TZVPD

- DFT total energy: -28260.037 eV
- HOMO level: -0.3458 hartree
- E_LUMO: -0.04 eV
- ΔE to the lowest compared entry with this formula, charge and spin: 63.0 kcal per mole
- Kohn-Sham gap: 9.3664 eV

```
! RIJCOSX wB97M-V def2-TZVPD def2/J DEFGRID3
* xyz 0 1
C -0.09646 0.11686 -0.00192
C -0.61911 -0.93152 -0.71798
H 2.75196 -1.72808 0.52292
H 1.45050 1.14073 0.72555
H -2.61591 1.95730 0.52019
N 1.16882 -0.02899 0.66309
N -0.74499 1.12313 0.11211
N -1.17881 -1.91754 -1.08443
S 2.33048 -0.69888 -0.39006
S -2.44647 0.96697 -0.34949
*
```

Atomic partial charges in e from the natural (NBO) method, atoms 1 to 2:
1 C 0.23
2 C 0.18

***

Formula: C3H4AgLiO4
Source: the Open Molecules 2025 dataset
Level of theory: ωB97M-V/def2-TZVPD

- DFT total energy: -15567.806 eV
- HOMO level: -0.2436 hartree
- E_LUMO: -1.95 eV
- Kohn-Sham gap: 4.6761 eV

```
! RIJCOSX wB97M-V def2-TZVPD def2/J DEFGRID3
* xyz 0 1
H -1.02737 2.02403 1.41834
O -1.89946 -0.21199 0.79301
C -1.28292 0.76696 0.26638
C -0.22153 0.48878 -0.79440
O 1.01218 0.10665 -0.19130
C 1.27193 -1.22203 0.12236
O 0.36866 -2.06207 -0.05813
O 2.42213 -1.39039 0.55224
Ag 3.28199 0.76698 0.43469
Li -1.41737 -1.98569 0.38927
H -1.92669 1.60592 -0.07756
H -0.01209 1.40151 -1.36587
H -0.56947 -0.28867 -1.48902
*
```

Atomic partial charges in e from the natural (NBO) method, atoms 1 to 2:
1 H -0.19
2 O -0.93